# 1
114
Properties=species:S:1:pos:R:3:forces:R:3:mulliken_charge:R:1 method="wB97M-V/def2-TZVPD" homo_energy_ev=-9.67 total_energy_ev=-50453.489 max_force_ev_per_a=2.47 smiles="CC[C@H](F)C1=C(COC)C(=O)c2ccccc2C1=O.CCCCCC.CCCCCC.CCCCCC.CCCCCC" gap_ha=0.321
C 0.13628 -1.48636 3.45967 -0.47 -0.70 0.48 -0.96
C 0.44657 -0.81296 4.85024 0.78 0.29 -0.24 -0.89
C 0.69369 0.74471 4.74441 -0.31 -0.66 0.44 1.14
F 0.72602 1.28326 6.06944 0.01 -0.39 -0.94 -0.42
C -0.42492 1.49845 3.97755 -0.83 -0.26 -0.12 -0.12
C -0.24108 2.54518 3.14298 0.37 -0.26 -0.07 0.95
C 1.18117 3.11428 2.85895 -0.90 1.43 -0.71 -0.95
O 2.10575 2.14823 2.36136 -0.22 0.54 0.07 -0.12
C 2.59618 2.47976 1.06179 0.60 -1.21 -0.65 -0.70
C -1.45250 3.25710 2.45495 -0.08 -1.30 0.68 -0.04
O -1.40124 4.42415 2.15762 0.02 -0.38 -0.21 -0.55
C -2.70161 2.37523 2.21565 -1.32 -1.28 0.00 0.51
C -3.65492 2.64814 1.16232 -0.21 -1.54 1.28 -0.84
C -4.77383 1.74185 1.01366 0.28 -0.41 0.73 -0.36
C -4.99298 0.59021 1.86346 1.89 0.89 0.75 -0.61
C -4.04441 0.29911 2.93458 0.26 2.04 -1.37 -0.64
C -2.93279 1.21122 3.09435 0.32 0.69 -0.99 0.55
C -1.89123 1.01340 4.23349 -0.23 0.38 -0.74 0.24
O -2.24491 0.53092 5.28192 0.39 -0.05 -0.31 -0.53
H -0.50490 -2.38912 3.66625 0.57 0.84 -0.31 0.30
H 1.05350 -1.88359 2.95548 -0.71 0.64 0.37 0.27
H -0.43891 -0.84231 2.75073 0.53 -0.39 0.54 0.23
H -0.32432 -1.03156 5.62665 0.48 0.33 -0.81 0.42
H 1.41630 -1.25710 5.20859 -0.94 0.47 -0.12 0.43
H 1.71834 0.88178 4.32778 -0.97 0.32 0.04 -0.47
H 1.06060 3.90697 2.06488 -0.04 -0.62 0.87 0.49
H 1.55020 3.67210 3.76454 -0.05 -0.86 -0.65 0.24
H 3.35222 1.68423 0.80527 -0.70 0.74 0.35 0.03
H 3.14200 3.45402 1.00628 -0.74 -0.53 0.16 0.33
H 1.78080 2.36936 0.29672 0.63 0.53 0.61 0.34
H -3.54906 3.51457 0.47926 0.02 -0.69 0.65 0.43
H -5.52960 1.92174 0.21269 0.82 -0.05 0.71 0.44
H -5.86597 -0.08087 1.72787 0.72 0.66 -0.06 0.42
H -4.14198 -0.57355 3.61013 0.02 0.78 -0.53 0.43
C 5.06840 -0.82105 2.46508 -0.17 0.02 -0.12 -0.81
C 5.41818 -1.83437 1.38202 0.05 -0.06 0.13 -0.58
C 6.90444 -2.18967 1.34598 0.03 -0.08 -0.10 -0.83
C 7.84513 -1.02412 1.02998 -0.05 0.07 0.08 -0.68
C 7.57541 -0.31284 -0.29575 0.13 -0.04 0.00 -0.14
C 7.74542 -1.21541 -1.51235 -0.10 0.12 -0.05 -1.22
H 5.57119 0.13459 2.30184 -0.01 -0.01 0.05 0.25
H 3.99194 -0.62991 2.47017 0.04 0.06 0.08 0.19
H 5.34851 -1.19406 3.45337 0.03 0.05 -0.01 0.42
H 5.09055 -1.45990 0.40745 0.03 -0.02 0.00 0.24
H 4.84800 -2.75059 1.56478 0.02 0.02 -0.06 0.39
H 7.05729 -2.99027 0.61543 0.02 0.03 0.02 0.35
H 7.19216 -2.61211 2.31515 -0.03 0.02 -0.02 0.36
H 8.87307 -1.40210 1.02683 -0.02 0.02 -0.02 0.40
H 7.79909 -0.28926 1.83949 0.00 -0.03 0.00 0.28
H 8.27131 0.52717 -0.38530 -0.06 0.00 0.03 0.37
H 6.57164 0.12238 -0.29920 0.00 -0.01 0.04 0.07
H 8.75721 -1.62559 -1.55248 -0.04 -0.04 0.00 0.29
H 7.57525 -0.64804 -2.42974 0.03 -0.08 -0.01 0.39
H 7.03666 -2.04568 -1.50064 0.05 -0.01 -0.02 0.28
C 4.55047 2.28089 4.73175 -0.18 0.11 -0.04 -0.29
C 5.40334 3.53289 4.56433 0.09 -0.14 0.00 -0.43
C 6.59729 3.58274 5.51759 0.07 0.13 -0.02 -0.94
C 6.24138 3.61838 7.00582 -0.07 -0.09 -0.01 -0.71
C 5.34559 4.78123 7.43168 0.11 0.01 0.07 -0.31
C 5.98253 6.14835 7.21008 -0.15 0.02 0.01 -1.22
H 4.10400 2.22649 5.72731 0.03 -0.03 -0.01 0.37
H 3.73586 2.28054 4.00373 0.07 -0.10 0.06 -0.34
H 5.14646 1.37895 4.57049 -0.01 0.01 0.05 0.20
H 4.77868 4.42313 4.68671 0.04 0.01 0.02 0.27
H 5.78036 3.56266 3.53662 -0.01 0.06 0.03 0.38
H 7.21077 4.45450 5.26829 0.00 -0.02 0.03 0.36
H 7.23343 2.70915 5.33577 -0.04 0.02 -0.02 0.36
H 7.17223 3.65839 7.58182 -0.03 0.01 0.00 0.42
H 5.75592 2.67896 7.28668 0.02 0.01 -0.02 0.28
H 5.11894 4.67108 8.49665 -0.03 -0.03 -0.05 0.37
H 4.38513 4.73511 6.91036 0.02 -0.04 0.00 0.21
H 6.92310 6.23174 7.75978 0.01 0.01 -0.06 0.29
H 5.31496 6.93717 7.56300 0.08 0.03 -0.03 0.38
H 6.18313 6.33316 6.15292 0.03 0.02 0.03 0.29
C -3.51666 0.43416 -5.15687 0.10 -0.15 -0.03 -1.51
C -4.74317 -0.46946 -5.19629 -0.04 0.14 -0.04 0.28
C -5.97386 0.15486 -4.53943 -0.10 -0.07 -0.02 -0.92
C -5.83138 0.45796 -3.04654 0.10 0.05 0.02 -0.71
C -5.48106 -0.74516 -2.17156 -0.13 0.05 0.06 0.17
C -6.54554 -1.83651 -2.18972 0.14 -0.07 0.04 -1.06
H -3.19990 0.64160 -4.13277 0.00 0.03 -0.03 0.31
H -2.67895 -0.04399 -5.66976 0.00 0.08 0.03 0.42
H -3.71725 1.38543 -5.65560 0.01 0.00 0.05 0.31
H -4.50726 -1.43166 -4.73110 -0.04 0.00 0.00 0.15
H -4.98195 -0.68587 -6.24187 -0.02 -0.03 0.06 0.19
H -6.83118 -0.50756 -4.69680 0.01 0.03 0.03 0.31
H -6.21919 1.08763 -5.05937 0.03 -0.04 0.00 0.39
H -6.77230 0.89318 -2.69172 0.01 -0.02 0.01 0.42
H -5.07075 1.23180 -2.90249 -0.01 0.00 -0.02 0.31
H -5.35518 -0.39827 -1.14086 0.07 -0.01 -0.04 -0.10
H -4.51737 -1.16793 -2.46960 0.00 0.04 -0.01 0.26
H -7.50819 -1.44532 -1.85138 -0.01 -0.02 -0.06 0.31
H -6.26023 -2.65272 -1.52253 -0.07 -0.01 -0.04 0.42
H -6.67574 -2.25654 -3.18933 -0.04 0.00 0.03 0.07
C -4.59721 -6.16340 -9.47703 -0.10 -0.14 0.03 -1.19
C -5.89426 -5.38397 -9.29589 0.08 0.08 -0.10 -0.43
C -5.67102 -3.92029 -8.91522 -0.12 0.04 0.03 -0.86
C -4.95780 -3.69538 -7.57964 0.09 -0.09 -0.03 -0.08
C -5.64077 -4.31950 -6.36241 0.04 0.14 0.01 -0.48
C -7.03015 -3.75497 -6.09368 0.00 -0.14 0.08 -1.08
H -4.02083 -6.21013 -8.55099 0.02 0.01 -0.04 0.28
H -4.81296 -7.18983 -9.78238 0.08 0.03 0.00 0.38
H -3.97304 -5.70720 -10.24915 0.02 0.00 0.05 0.29
H -6.52192 -5.88153 -8.55067 0.00 0.04 0.00 0.24
H -6.45332 -5.41499 -10.23619 -0.03 0.00 0.06 0.37
H -6.63859 -3.40855 -8.90251 0.03 0.00 0.01 0.34
H -5.08702 -3.43341 -9.70421 -0.02 -0.04 0.02 0.41
H -4.86290 -2.61693 -7.41784 0.00 -0.04 0.01 -0.11
H -3.93524 -4.07960 -7.64418 -0.01 0.02 -0.02 0.37
H -5.01509 -4.13709 -5.48257 0.01 -0.04 -0.04 0.34
H -5.70095 -5.40607 -6.47247 0.03 0.01 -0.03 0.36
H -6.98556 -2.67417 -5.93550 -0.03 -0.01 -0.04 0.11
H -7.45352 -4.21067 -5.19586 -0.06 0.07 -0.03 0.35
H -7.71362 -3.95525 -6.92104 0.00 0.05 0.03 0.38

# 2
73
Properties=species:S:1:pos:R:3:forces:R:3:mulliken_charge:R:1 method="wB97M-V/def2-TZVPD" relative_energy_kj_mol=4.53 homo_energy_ev=-6.75 total_energy_ev=-276715.223 max_force_ev_per_a=0.65 gap_ha=0.263
Sn 0.98426 -1.45956 -1.29915 -0.23 -0.38 -0.47 0.39
S 2.53183 -3.25003 -0.24967 -0.05 0.15 0.15 -0.45
C 1.23030 -4.40070 0.05224 0.03 -0.05 -0.01 0.30
C 1.44895 -5.74761 -0.26666 0.02 0.00 -0.02 -0.65
C 0.50932 -6.72597 -0.00688 -0.01 0.00 0.01 -0.55
C -0.69757 -6.39194 0.59488 0.02 0.00 -0.01 -0.69
C -0.93904 -5.07111 0.92341 -0.01 -0.01 -0.01 -0.49
C -0.00247 -4.07856 0.64093 -0.06 0.02 0.07 0.46
S -0.38548 -2.39246 1.09896 0.20 0.13 0.10 0.10
C -2.05940 -2.27239 0.41440 -0.09 0.00 0.01 -1.09
C -2.47421 -0.90758 -0.08706 0.00 0.00 0.02 0.23
C -3.82319 -0.58094 -0.00577 0.02 0.01 0.02 -0.67
C -4.26410 0.58529 -0.60416 -0.01 0.00 0.01 -0.80
C -3.34389 1.38258 -1.25556 0.01 0.00 -0.04 -0.91
C -2.00148 1.00834 -1.25977 -0.05 0.05 0.00 0.29
C -1.02163 1.96925 -1.88336 0.10 0.04 0.04 -0.43
S 0.46851 1.30005 -2.69749 -0.08 -0.03 0.13 0.00
C 1.68618 2.28055 -1.84699 0.05 -0.02 -0.04 -0.07
C 1.84138 3.60081 -2.27321 -0.01 0.04 -0.02 -0.34
C 2.69888 4.47209 -1.63012 0.00 0.00 0.01 -0.68
C 3.42905 4.00852 -0.54198 0.00 -0.02 0.00 -0.60
C 3.30279 2.69708 -0.12876 0.01 0.04 0.00 -0.86
C 2.43748 1.79442 -0.76809 0.00 -0.05 0.04 0.81
S 2.47210 0.16039 -0.09786 0.00 0.05 -0.03 -0.37
N -1.57664 -0.11060 -0.67259 -0.05 -0.01 0.02 0.83
H 2.39032 -6.00876 -0.73200 0.00 0.00 0.00 0.44
H 0.72122 -7.75412 -0.27139 0.00 0.00 0.00 0.35
H -1.43620 -7.15126 0.81442 0.00 0.00 0.01 0.39
H -1.86469 -4.80533 1.41863 0.00 0.00 0.00 0.31
H -2.78303 -2.59385 1.16330 0.01 -0.04 -0.02 0.46
H -2.11509 -2.97826 -0.41791 0.05 0.03 -0.03 0.65
H -4.50917 -1.24298 0.50560 -0.01 0.00 0.00 0.47
H -5.30956 0.86329 -0.56746 0.00 0.00 0.00 0.42
H -3.64795 2.29701 -1.74694 -0.01 0.00 -0.01 0.42
H -0.63931 2.60802 -1.08587 -0.08 0.05 -0.01 -0.01
H -1.55673 2.59622 -2.59541 0.03 0.01 -0.01 0.50
H 1.26266 3.93733 -3.12454 0.00 -0.01 0.00 0.44
H 2.79925 5.49347 -1.97200 0.00 0.00 0.00 0.41
H 4.10859 4.66820 -0.01704 0.00 0.01 0.00 0.39
H 3.88442 2.33900 0.71138 0.00 -0.02 0.00 0.47
O 5.05303 -0.57621 -6.74604 -0.04 -0.01 0.01 -0.55
C 4.27928 -0.78480 -5.65896 0.04 0.02 -0.02 1.07
C 4.60777 -0.31224 -4.39105 -0.04 -0.02 -0.01 -0.84
C 3.74390 -0.58424 -3.35172 0.02 0.00 -0.04 -0.56
N 2.60801 -1.27508 -3.50241 0.18 0.13 0.19 0.00
C 2.32456 -1.70942 -4.71252 -0.08 -0.05 -0.06 -0.06
Br 0.71073 -2.68878 -4.91415 0.03 0.02 0.00 -0.14
C 3.10700 -1.50606 -5.83285 -0.01 0.01 0.04 -0.51
H 5.83263 -0.06799 -6.49927 0.04 0.02 0.00 0.30
H 5.51351 0.25343 -4.21403 0.01 0.00 -0.01 0.31
H 3.95348 -0.24022 -2.34465 0.00 -0.01 0.00 0.60
H 2.82569 -1.88789 -6.80198 0.00 0.00 0.00 0.45
C -3.72606 -0.11087 3.85567 -0.03 -0.01 -0.01 -0.88
Ge -2.37721 1.28616 4.11412 0.01 -0.02 0.01 0.29
C -2.99192 2.55381 5.47220 -0.02 0.01 0.02 -1.14
C -0.69967 0.46215 4.66434 0.04 0.00 -0.01 -0.95
C -2.19178 2.22824 2.38949 -0.03 0.01 -0.04 -0.39
Se -0.39050 2.24862 1.64606 0.13 -0.05 -0.03 0.27
C 0.34453 3.67385 2.74043 -0.03 0.00 0.07 -1.13
H -3.91614 -0.65528 4.78103 0.01 0.00 0.01 0.42
H -3.38121 -0.82445 3.10475 0.01 0.00 0.00 0.02
H -4.66705 0.32127 3.51112 0.00 -0.01 0.00 0.34
H -3.07566 2.06899 6.44535 0.00 -0.01 0.00 0.37
H -3.96973 2.95853 5.20781 0.00 0.01 0.00 0.36
H -2.29313 3.38619 5.56632 0.01 0.00 0.00 0.34
H -0.84878 -0.09195 5.59221 0.00 0.00 0.00 0.38
H 0.07545 1.21084 4.82972 0.00 0.00 0.00 0.33
H -0.33797 -0.22411 3.89860 -0.01 -0.01 0.00 0.20
H -2.56602 3.25165 2.44110 0.01 0.00 0.00 0.52
H -2.79628 1.70659 1.64396 0.00 0.00 0.00 -0.27
H 0.07039 3.52355 3.78375 0.02 -0.02 0.00 0.29
H -0.00485 4.64605 2.40060 -0.02 -0.01 0.01 0.33
H 1.42738 3.62176 2.64858 0.00 0.01 -0.02 0.32

# 3
46
Properties=species:S:1:pos:R:3:forces:R:3:mulliken_spin:R:1 method="wB97M-V/def2-TZVPD" charge=+2 relative_energy_kj_mol=57.93 homo_energy_ev="-15.34 / -15.37" total_energy_ev=-84583.385 max_force_ev_per_a=7.99 gap_ha="0.185 / 0.187" spin_multiplicity=4
C -1.89027 2.00383 -4.17431 1.73 -0.49 -0.58 0.03
C -2.52846 1.79820 -2.90234 -6.99 3.15 2.23 -0.03
H -2.38313 2.85103 -4.69318 -0.25 -0.33 0.49 0.00
H -1.92580 1.07425 -4.76980 -0.08 0.17 0.22 0.00
H -0.82109 2.25284 -4.03083 -0.29 -0.16 0.04 0.00
O -3.47624 2.03601 -2.23031 6.03 -1.91 -2.93 0.05
I 1.41437 2.50936 -1.83237 -0.77 0.33 -0.61 -0.04
Cr -0.28326 0.68494 -1.16261 0.89 -1.97 0.09 3.40
P -1.97777 -1.08392 -0.52197 -0.83 -0.77 -0.07 -0.11
C -3.09166 -0.90874 0.90952 -0.01 0.34 0.41 0.00
C -3.23503 -1.08993 -1.85524 0.13 0.39 -0.37 0.01
H -0.66082 -3.02130 -1.14373 -0.19 -0.09 0.17 0.00
H -2.38009 -3.43751 -0.92058 0.27 0.27 0.18 0.00
H -1.32979 -3.24185 0.50836 -0.15 0.24 -0.38 0.00
C -1.53634 -2.86466 -0.50295 0.35 -0.15 -0.19 0.00
H -2.73219 -1.08604 -2.82746 -0.08 -0.38 0.00 0.00
H -3.85963 -1.99289 -1.73665 0.19 0.53 -0.18 0.00
H -4.12475 -1.16960 0.62220 0.47 0.10 0.16 0.00
H -3.05932 0.12512 1.27187 -0.29 -0.23 0.02 0.00
H -3.84474 -0.17910 -1.82161 -0.12 -0.56 0.29 0.00
H -2.77947 -1.54974 1.73960 -0.01 0.06 -0.15 0.00
C -1.41725 1.80294 0.04624 -2.30 4.28 4.94 -0.04
O -1.92805 2.47020 0.87334 2.46 -3.59 -4.43 0.06
Cl 0.30965 -0.87546 -2.71114 -0.40 0.80 0.40 -0.01
C 1.00944 -2.11906 1.93406 0.28 -0.41 0.46 0.01
C 0.99550 -0.64251 2.28545 -0.80 0.26 -0.31 -0.03
P 1.20965 0.43477 0.83338 1.35 0.27 0.58 -0.28
C 1.56936 2.03964 1.65356 -0.65 0.59 -0.58 0.01
C 2.93563 2.26423 2.30628 0.30 0.09 0.32 -0.01
C 2.73371 -0.16008 0.00562 -0.16 0.27 -0.87 -0.01
C 3.91905 -0.53631 0.87830 0.34 -0.24 0.36 0.00
H 0.21795 -2.44055 1.23711 0.44 0.32 0.47 0.00
H 0.93152 -2.67322 2.87979 -0.14 -0.12 -0.42 0.00
H 1.98113 -2.38030 1.49718 -0.35 -0.09 0.02 0.00
H 0.05077 -0.29968 2.72795 0.05 -0.31 0.16 0.00
H 1.77987 -0.37674 3.02055 -0.21 -0.06 -0.51 -0.01
H 1.41034 2.79097 0.85771 0.13 -0.17 0.67 0.01
H 0.75561 2.18556 2.38503 0.25 -0.09 -0.14 0.00
H 3.75336 2.31795 1.57765 -0.31 -0.02 0.09 0.00
H 2.90256 3.23570 2.81849 -0.02 -0.23 -0.17 0.00
H 3.21286 1.52662 3.07411 -0.23 0.11 -0.31 0.00
H 2.46946 -0.97693 -0.68189 -0.10 0.05 0.35 0.01
H 2.97713 0.66136 -0.68682 0.21 -0.33 0.36 0.01
H 3.67849 -1.24351 1.67907 -0.03 0.11 -0.19 0.00
H 4.64530 -1.03684 0.23018 0.00 0.14 0.17 0.00
H 4.40241 0.32092 1.35318 -0.10 -0.18 -0.25 0.00

# 4
27
Properties=species:S:1:pos:R:3:forces:R:3:mulliken_charge:R:1 method="wB97M-V/def2-TZVPD" relative_energy_kj_mol=131.31 homo_energy_ev=-8.47 total_energy_ev=-12676.364 max_force_ev_per_a=2.63 smiles=Cc1ccc(O)cc1.CCC gap_ha=0.343
C 0.69946 2.78969 0.92324 1.47 1.08 -0.45 -1.47
C 1.94574 -0.52400 2.21152 -0.76 0.25 0.97 -0.48
C 1.41931 0.76816 2.17335 0.67 -0.21 -1.03 -0.57
C 2.08927 -1.27004 1.06578 2.24 -0.12 -1.38 0.64
C 1.26026 1.39492 0.93507 -0.97 -0.30 1.00 0.62
C 2.01628 -0.64367 -0.19037 -1.29 0.54 0.80 -0.59
C 1.51384 0.64597 -0.20794 0.64 0.76 -0.74 -0.38
O 2.68890 -2.51175 1.01208 -0.20 -0.28 0.73 -0.55
H 2.24421 -0.89220 3.18709 -0.16 -0.44 -0.09 0.29
H 1.22789 1.31049 3.08733 0.08 0.03 0.09 0.38
H 2.98647 -2.81555 1.88744 -0.35 0.32 -0.38 0.32
H 2.28989 -1.10279 -1.12892 0.03 -0.39 0.22 0.42
H -0.38506 2.82984 0.96418 -0.01 0.13 -0.02 0.27
H 1.11232 3.41304 0.11137 -0.69 -0.67 -0.57 0.38
H 1.46002 1.17417 -1.16120 -0.12 -0.21 0.09 0.32
H 1.17085 3.40354 1.70028 -0.60 -0.49 0.72 0.42
C -2.15915 -0.29491 -1.10041 -1.61 0.92 -0.05 0.09
C -1.55202 -1.67553 -1.10291 1.06 0.38 -0.64 -1.08
C -3.23161 -0.14239 -2.22671 0.36 0.23 1.30 -1.21
H -2.70937 -0.10359 -0.18226 0.07 -0.16 0.44 0.25
H -1.50291 0.57728 -1.16193 0.66 -0.57 -0.14 0.11
H -0.76523 -1.81951 -0.36072 -0.36 -0.05 0.34 0.19
H -3.44457 0.91567 -2.40613 0.45 -0.10 -0.51 0.36
H -2.86150 -0.70649 -3.08185 -0.57 0.28 -0.34 0.33
H -4.19309 -0.47609 -1.82790 0.10 -0.69 -0.44 0.29
H -2.30882 -2.45590 -1.07209 -0.03 -0.02 0.24 0.36
H -1.01138 -1.78835 -2.04738 -0.10 -0.20 -0.16 0.32